58
Properties=species:S:1:pos:R:3:forces:R:3:lowdin_charge:R:1 method="wB97M-V/def2-TZVPD" max_force_ev_per_a=3.94 homo_lumo_gap_ev=2.63 multiplicity=1 total_charge=+3 energy_ev=-63972.08272
C 1.067 -2.726 3.665 0.56 -0.08 0.16 -0.12
C 1.983 -2.065 2.578 -0.16 -0.45 0.71 -0.43
S 1.055 -1.564 1.071 1.75 0.05 0.05 1.20
C 2.399 -1.160 -0.085 -0.43 0.42 1.26 -0.30
C 2.242 0.315 -0.665 -0.27 0.74 -0.19 -0.44
C 2.442 1.333 0.572 1.62 0.32 0.45 -0.10
C 1.968 2.777 0.288 -0.33 -0.19 0.31 -0.15
C 0.449 3.059 0.506 -0.02 -0.43 0.49 -0.18
C -0.271 2.232 1.617 -0.78 -0.01 -0.47 -0.18
C -1.846 2.424 1.496 0.89 -0.51 -0.06 -0.16
C -2.601 1.172 0.894 -1.12 0.44 0.03 -0.19
C -3.579 1.582 -0.269 0.34 -1.06 -0.09 -0.15
C -4.592 0.456 -0.683 -0.29 2.01 -0.55 -0.16
O -4.020 -0.877 -0.701 -0.76 -0.86 1.13 -0.02
C -4.956 -1.789 -1.102 0.69 -0.66 0.57 -0.50
C -5.100 -3.177 -0.373 1.35 0.53 -0.54 -0.10
O -5.674 -1.624 -2.017 -1.13 0.50 -1.10 0.18
C 3.339 0.631 -1.708 0.74 -0.39 -0.12 -0.16
C 3.599 -0.547 -2.774 0.80 -0.64 0.65 -0.72
C 4.769 -1.520 -2.318 -1.27 -0.28 0.06 -0.14
I 4.120 0.215 -4.715 -0.49 -0.04 0.59 1.22
O 0.889 0.434 -1.086 0.85 1.02 -0.32 -0.02
C 0.690 0.862 -2.403 -0.10 0.72 -0.23 -0.82
O 0.479 0.048 -3.205 -0.39 -1.38 -1.12 0.14
Cl 0.716 2.543 -2.937 0.13 -0.65 1.12 0.84
H 1.649 -3.578 4.089 -0.54 0.49 -0.39 0.10
H 0.899 -2.044 4.528 -0.18 -0.33 -0.83 0.10
H 0.121 -3.121 3.248 0.50 0.27 0.35 0.08
H 2.516 -1.194 3.025 -0.30 -0.26 -0.61 0.11
H 2.777 -2.797 2.286 -0.56 0.59 -0.26 0.12
H 2.304 -1.928 -0.903 -0.03 0.75 0.24 0.13
H 3.385 -1.188 0.424 -0.66 -0.33 -0.26 0.13
H 2.058 0.897 1.525 -0.15 0.04 -0.84 0.10
H 3.551 1.391 0.712 -0.79 -0.11 0.02 0.14
H 2.526 3.429 1.011 -0.15 -0.59 -0.50 0.15
H 2.346 3.067 -0.716 -0.49 0.16 0.61 0.10
H 0.382 4.134 0.830 -0.02 -0.67 -0.34 0.16
H -0.177 2.984 -0.409 0.60 0.06 0.39 0.08
H 0.085 2.459 2.651 -0.11 -0.07 -0.77 0.13
H -0.101 1.119 1.474 0.11 0.64 0.06 0.07
H -2.041 3.278 0.814 0.08 -0.29 0.65 0.11
H -2.214 2.644 2.517 -0.09 0.01 -0.77 0.12
H -1.933 0.372 0.510 -0.19 0.52 0.36 0.09
H -3.248 0.740 1.696 0.66 0.07 -0.50 0.12
H -2.993 1.847 -1.179 -0.30 0.05 0.65 0.12
H -4.197 2.454 0.033 0.43 -0.48 -0.26 0.13
H -5.488 0.530 -0.020 0.71 -0.57 -0.24 0.14
H -4.949 0.697 -1.706 0.17 -0.23 0.63 0.13
H -4.165 -3.499 0.139 -0.63 0.16 -0.12 0.10
H -5.937 -3.144 0.379 1.72 2.50 -2.23 -0.22
H -5.379 -3.917 -1.160 0.14 0.53 0.57 0.11
H 4.302 0.688 -1.144 -0.76 0.03 -0.32 0.14
H 3.249 1.625 -2.194 -0.44 -0.74 0.36 0.09
H 2.686 -1.182 -2.869 0.35 0.78 -0.36 0.08
H 5.297 -1.897 -3.212 0.05 0.20 0.77 0.06
H 4.275 -2.406 -1.846 0.53 0.51 -0.32 0.08
H 5.431 -1.078 -1.549 -0.10 -0.08 -0.79 0.09
In -6.585 -4.417 1.373 -1.73 -2.72 2.26 1.23

***

65
Properties=species:S:1:pos:R:3:forces:R:3:lowdin_charge:R:1 method="wB97M-V/def2-TZVPD" max_force_ev_per_a=0.30 homo_lumo_gap_ev=5.73 multiplicity=1 total_charge=+1 energy_ev=-65218.92155
Rh 0.791 0.651 0.457 -0.02 0.05 -0.04 1.21
O 3.057 -0.845 2.722 -0.03 0.04 0.04 -0.21
Cl 2.772 0.452 2.273 -0.13 0.06 -0.04 0.78
O 3.442 1.472 2.963 -0.03 0.02 0.00 -0.20
O 2.951 0.573 0.805 -0.06 0.00 -0.01 -0.39
O 1.241 0.722 2.367 0.23 -0.08 0.17 -0.40
N -2.873 4.796 1.197 0.04 0.02 0.06 0.20
C -1.748 5.516 0.986 -0.02 -0.01 -0.10 -0.49
O -1.729 6.726 0.926 0.01 0.01 0.05 0.08
C -0.463 4.748 0.775 -0.01 0.01 0.01 -0.07
C 0.718 5.468 0.664 0.01 -0.02 -0.03 0.05
C 1.901 4.784 0.443 -0.01 0.01 0.00 0.00
C 1.872 3.408 0.343 0.04 0.00 -0.02 -0.09
N 0.731 2.708 0.450 0.05 0.01 0.02 -0.05
C -0.417 3.373 0.665 -0.02 0.00 0.02 -0.02
H -3.720 5.314 1.364 0.00 0.00 -0.01 0.12
H -2.890 3.800 1.335 -0.01 -0.01 -0.03 0.08
H 0.679 6.547 0.743 0.00 0.00 0.01 0.14
H 2.846 5.300 0.352 0.00 0.00 0.00 0.12
H 2.777 2.841 0.180 -0.02 -0.01 0.00 0.11
H -1.311 2.775 0.728 0.03 -0.01 0.05 0.09
C -1.596 0.169 2.904 -0.01 0.02 0.00 -0.03
C -2.015 0.578 1.530 0.01 0.01 0.01 -0.37
C -3.270 0.925 1.082 -0.03 0.03 0.03 -0.06
C -3.173 1.206 -0.307 -0.05 -0.03 -0.02 -0.07
C -1.863 1.017 -0.669 0.01 0.04 0.02 -0.40
C -1.222 1.203 -2.005 0.03 0.00 0.00 -0.04
N -1.163 0.620 0.454 0.03 0.03 -0.10 -0.11
H -2.482 0.049 3.524 0.00 -0.01 -0.01 0.09
H -0.955 0.910 3.383 -0.01 -0.01 0.00 0.07
H -1.053 -0.778 2.896 0.02 0.01 -0.01 0.07
H -4.166 0.927 1.683 0.01 0.00 0.01 0.11
H -3.972 1.491 -0.974 0.00 0.00 0.00 0.11
H -1.917 1.714 -2.669 0.00 0.00 -0.01 0.09
H -0.949 0.256 -2.480 0.00 0.01 0.02 0.06
H -0.324 1.834 -1.957 0.00 -0.02 0.00 0.07
C 2.361 -4.006 0.798 0.01 0.00 0.00 -0.07
N 1.109 -3.836 0.062 0.02 0.01 0.04 -0.30
C 0.324 -5.048 -0.121 -0.01 0.00 0.00 -0.07
P 0.701 -2.369 -0.499 0.00 -0.05 -0.04 0.55
O 0.851 -1.352 0.624 -0.02 -0.06 0.06 -0.37
N 1.716 -1.981 -1.731 0.04 -0.03 -0.02 -0.29
C 2.560 -2.938 -2.438 -0.01 0.00 -0.02 -0.07
C 1.912 -0.601 -2.126 -0.03 0.02 -0.01 -0.09
N -0.830 -2.356 -1.059 -0.01 0.04 -0.04 -0.29
C -1.198 -2.695 -2.427 0.01 -0.01 0.01 -0.08
C -1.951 -2.326 -0.117 -0.02 -0.05 0.00 -0.07
H 2.157 -4.396 1.797 0.00 0.00 0.00 0.10
H 2.869 -3.050 0.908 -0.01 -0.01 -0.01 0.07
H 3.021 -4.704 0.276 0.00 0.00 0.00 0.09
H 0.099 -5.496 0.848 0.00 0.00 0.00 0.10
H 0.874 -5.778 -0.720 0.00 0.00 0.00 0.09
H -0.614 -4.824 -0.623 0.00 0.00 -0.01 0.07
H 2.299 -3.952 -2.148 0.00 0.00 0.01 0.08
H 3.616 -2.770 -2.212 0.00 0.01 0.00 0.10
H 2.416 -2.840 -3.516 0.00 -0.01 0.00 0.09
H 1.130 0.046 -1.696 -0.01 -0.03 -0.07 0.03
H 1.797 -0.482 -3.206 0.01 -0.01 -0.01 0.11
H 2.893 -0.223 -1.827 0.00 0.01 0.01 0.10
H -0.329 -2.642 -3.081 0.00 0.00 0.00 0.08
H -1.948 -1.987 -2.785 -0.01 0.00 0.00 0.09
H -1.624 -3.700 -2.489 0.00 0.01 -0.01 0.09
H -1.591 -2.128 0.890 0.00 -0.02 -0.02 0.08
H -2.482 -3.282 -0.124 0.00 0.00 0.00 0.09
H -2.643 -1.529 -0.394 0.00 -0.03 0.01 0.08

***

60
Properties=species:S:1:pos:R:3:forces:R:3:lowdin_charge:R:1 method="wB97M-V/def2-TZVPD" max_force_ev_per_a=0.71 homo_lumo_gap_ev=8.82 multiplicity=1 total_charge=+2 energy_ev=-51922.15762
Y 0.710 -0.640 0.219 -0.42 0.53 0.20 1.52
C 0.779 2.405 1.317 -0.04 -0.02 0.02 -0.11
C -0.540 2.024 1.953 0.05 0.04 0.00 -0.10
O -0.933 0.760 1.390 0.17 -0.11 -0.01 -0.24
C -1.680 -0.110 2.250 -0.02 -0.04 0.06 -0.13
C -0.755 -0.830 3.214 -0.03 0.00 0.00 -0.11
O 0.320 -1.425 2.448 0.04 0.04 -0.19 -0.24
C 1.492 -1.735 3.227 0.06 -0.02 -0.02 -0.12
C 2.618 -2.096 2.279 -0.01 -0.02 0.07 -0.13
O 2.832 -1.057 1.299 -0.13 0.05 0.00 -0.27
C 3.612 0.075 1.756 0.03 0.04 0.01 -0.11
C 3.003 1.333 1.173 0.06 -0.04 0.03 -0.12
O 1.600 1.224 1.453 -0.01 -0.08 -0.21 -0.25
H 1.235 3.240 1.850 0.00 0.00 -0.01 0.15
H 0.666 2.652 0.259 0.01 0.00 0.00 0.13
H -1.306 2.771 1.738 -0.01 -0.01 0.00 0.15
H -0.417 1.929 3.033 -0.02 -0.01 0.00 0.14
H -2.190 -0.810 1.587 0.01 -0.01 0.00 0.14
H -2.438 0.444 2.807 0.00 0.01 -0.03 0.16
H -1.296 -1.609 3.752 0.00 0.00 0.01 0.15
H -0.315 -0.141 3.938 0.01 0.00 -0.01 0.14
H 1.286 -2.574 3.895 0.00 0.00 -0.01 0.16
H 1.746 -0.859 3.830 -0.01 0.00 0.00 0.14
H 2.385 -2.999 1.711 -0.01 0.01 -0.02 0.13
H 3.534 -2.279 2.843 0.01 -0.02 -0.03 0.16
H 4.646 -0.051 1.434 0.00 -0.01 0.00 0.15
H 3.576 0.121 2.845 0.00 -0.02 0.00 0.14
H 3.168 1.419 0.093 -0.01 -0.01 0.00 0.15
H 3.431 2.212 1.657 -0.02 0.01 -0.01 0.15
C 2.924 -4.458 -1.141 0.00 0.00 -0.05 -0.31
Sb 1.555 -2.950 -1.760 0.01 -0.15 0.00 1.31
C 2.364 -2.333 -3.618 0.02 0.02 -0.01 -0.28
C -0.110 -4.116 -2.358 0.01 -0.03 -0.02 -0.29
H 3.073 -5.167 -1.953 -0.01 0.01 -0.01 0.02
H 2.523 -4.993 -0.281 -0.01 0.00 0.00 0.01
H 3.883 -4.017 -0.878 -0.01 0.02 0.00 0.01
H 2.450 -3.200 -4.271 -0.01 -0.01 0.02 0.03
H 3.348 -1.895 -3.465 -0.01 0.00 0.00 0.02
H 1.702 -1.598 -4.069 -0.02 0.00 0.02 0.01
H 0.201 -4.810 -3.137 0.01 0.00 0.00 0.03
H -0.893 -3.464 -2.740 0.02 0.03 0.00 0.01
H -0.489 -4.677 -1.506 -0.01 0.00 -0.01 0.02
C -4.963 4.636 -1.466 -0.01 0.00 -0.01 -0.03
C -3.943 3.540 -1.537 0.02 -0.01 0.01 -0.24
C -4.270 2.233 -1.172 0.00 0.02 0.00 -0.01
C -3.348 1.207 -1.279 -0.01 -0.03 0.01 -0.04
C -2.076 1.498 -1.752 0.05 -0.08 0.00 -0.30
C -1.718 2.788 -2.125 0.03 0.02 -0.03 -0.05
C -2.654 3.799 -2.007 0.00 -0.02 0.00 -0.01
S -0.924 0.203 -1.972 -0.02 -0.02 0.03 0.54
O 0.420 0.739 -1.501 0.09 -0.05 0.19 -0.44
O -0.894 -0.284 -3.306 0.00 0.01 0.00 -0.22
O -1.234 -0.848 -0.936 0.15 -0.08 0.02 -0.45
H -5.716 4.436 -0.705 0.00 -0.01 0.00 0.09
H -5.479 4.722 -2.425 -0.01 0.01 0.00 0.10
H -4.500 5.599 -1.256 0.00 0.00 0.00 0.09
H -5.268 2.015 -0.812 0.00 0.00 0.00 0.13
H -3.616 0.193 -1.011 0.00 0.00 0.00 0.12
H -0.729 2.995 -2.513 0.00 0.00 0.00 0.12
H -2.387 4.807 -2.300 -0.01 0.00 0.00 0.13

***

77
Properties=species:S:1:pos:R:3:forces:R:3:lowdin_charge:R:1 method="wB97M-V/def2-TZVPD" smiles="CC(=O)OCCCCCB1OBOB(/C(Br)=C(/C)Br)O1.ClCCl.ClCCl.ClCCl.ClCCl.ClCCl.ClCCl.ClCCl.ClCCl" max_force_ev_per_a=3.10 homo_lumo_gap_ev=9.46 multiplicity=1 total_charge=0 energy_ev=-371918.61111
C 0.305 5.986 2.481 0.39 0.05 0.17 0.01
C 1.474 5.871 3.401 2.44 1.84 0.35 -0.49
O 2.365 6.728 3.473 -2.24 -2.15 -0.08 0.10
O 1.511 4.761 4.208 -0.21 0.21 -0.34 -0.04
C 2.079 3.595 3.560 0.12 0.51 0.45 -0.17
C 2.692 2.733 4.646 0.25 -0.49 -0.32 -0.15
C 2.115 1.330 4.888 -0.05 0.58 0.27 -0.18
C 0.607 1.128 4.705 0.15 -0.62 0.04 -0.18
C 0.293 0.016 3.680 -0.20 0.25 -0.25 -0.05
B -0.511 0.428 2.417 -0.20 -0.48 0.47 -0.55
O -1.631 1.243 2.506 0.36 0.33 -0.35 0.27
B -2.306 1.578 1.352 -0.66 -0.12 0.38 -0.33
O -1.981 0.975 0.163 0.38 0.73 -0.17 0.23
B -0.635 0.656 0.113 -0.37 -0.58 -0.31 -0.72
C 0.213 1.148 -1.088 1.21 0.01 -0.12 -0.53
Br -0.795 1.341 -2.686 -0.06 0.05 -0.22 0.83
C 1.530 1.459 -1.139 -1.21 -0.43 0.20 -0.72
C 2.290 1.980 -2.301 0.12 0.35 0.36 -0.19
Br 2.611 1.238 0.403 0.03 -0.03 0.21 0.87
O -0.135 -0.051 1.171 0.46 0.50 0.01 0.26
H -0.018 5.017 2.130 -0.19 -0.24 -0.08 0.08
H -0.499 6.453 3.034 -0.30 0.04 0.08 0.06
H 0.589 6.631 1.666 -0.08 0.16 -0.28 0.09
H 1.325 3.082 2.970 -0.24 -0.11 -0.12 0.10
H 2.859 3.958 2.902 0.15 -0.02 -0.32 0.12
H 2.719 3.312 5.557 -0.21 0.21 0.23 0.12
H 3.731 2.581 4.374 0.33 0.04 0.06 0.11
H 2.358 1.096 5.917 0.19 -0.22 0.23 0.11
H 2.668 0.621 4.286 0.03 -0.20 -0.24 0.10
H 0.208 0.786 5.650 -0.19 0.15 0.32 0.10
H 0.091 2.052 4.480 -0.10 0.26 -0.15 0.10
H 1.201 -0.470 3.344 0.26 -0.15 -0.02 0.10
H -0.289 -0.763 4.165 -0.19 -0.24 0.11 0.12
H -3.155 2.404 1.385 -0.15 -0.07 0.05 0.12
H 3.145 2.539 -1.947 0.26 0.09 0.01 0.04
H 2.660 1.164 -2.911 -0.05 -0.19 -0.29 0.10
H 1.683 2.664 -2.875 -0.22 -0.02 -0.39 0.03
C -1.608 -2.778 -1.454 -0.02 0.14 -0.02 -1.00
Cl -2.674 -4.014 -0.772 -0.01 -0.03 0.03 0.53
Cl -0.229 -3.488 -2.304 -0.01 0.04 0.01 0.53
H -2.179 -2.180 -2.154 0.00 -0.04 -0.08 -0.01
H -1.237 -2.164 -0.642 0.07 -0.07 0.07 0.01
C 0.706 -6.741 -0.170 -0.03 0.12 -0.04 -1.04
Cl 2.320 -7.451 -0.323 0.01 -0.03 -0.01 0.50
Cl 0.210 -6.584 1.519 -0.02 -0.02 0.01 0.50
H 0.718 -5.757 -0.622 0.05 0.05 0.05 -0.02
H 0.000 -7.387 -0.670 -0.02 -0.08 -0.01 -0.02
C -3.630 7.469 3.072 0.00 0.02 0.02 -1.02
Cl -3.352 5.813 2.518 -0.06 -0.04 0.00 0.52
Cl -2.707 8.651 2.134 0.00 0.00 0.01 0.51
H -4.683 7.693 2.966 -0.03 0.00 -0.06 0.02
H -3.324 7.540 4.108 0.05 -0.01 0.02 0.02
C -5.493 -2.469 -2.692 -0.05 -0.02 0.02 -1.03
Cl -4.408 -1.837 -3.940 0.03 -0.06 -0.02 0.51
Cl -5.838 -1.256 -1.455 0.00 -0.03 0.04 0.51
H -6.424 -2.762 -3.159 -0.03 0.08 -0.06 0.02
H -5.018 -3.318 -2.220 0.09 0.01 0.04 -0.02
C 0.536 -10.825 0.859 0.09 0.04 0.06 -1.00
Cl -0.376 -10.110 -0.482 -0.03 -0.01 0.03 0.55
Cl -0.521 -11.391 2.151 0.01 0.00 0.00 0.52
H 1.098 -11.665 0.474 -0.03 -0.04 -0.04 0.03
H 1.197 -10.063 1.254 -0.03 0.06 0.01 0.01
C 3.757 5.285 -4.762 -0.01 0.02 -0.01 -1.00
Cl 3.318 5.538 -3.068 0.00 0.02 0.01 0.52
Cl 3.874 3.568 -5.172 0.22 0.03 0.01 0.50
H 2.991 5.734 -5.380 -0.08 -0.02 -0.01 -0.02
H 4.720 5.746 -4.939 0.05 -0.02 0.03 0.02
C 0.619 4.280 -7.381 0.01 -0.06 -0.06 -1.01
Cl 0.448 5.945 -6.803 0.04 0.00 0.01 0.52
Cl 0.659 3.110 -6.063 -0.23 -0.03 0.01 0.49
H -0.228 4.055 -8.016 -0.06 0.01 0.01 0.02
H 1.546 4.202 -7.936 0.05 0.03 0.03 0.02
C -1.604 -11.555 -3.566 -0.01 0.02 -0.01 -1.05
Cl -3.170 -11.035 -4.204 -0.01 0.00 0.01 0.50
Cl -0.395 -11.753 -4.841 0.02 -0.01 0.01 0.50
H -1.249 -10.805 -2.873 -0.01 0.00 -0.07 -0.05
H -1.736 -12.506 -3.067 -0.02 -0.05 -0.02 0.03